No. 1
99
Properties=species:S:1:pos:R:3:lowdin_charge:R:1 method="wB97M-V/def2-TZVPD" total_energy_ha=-3118.4533 lumo_ev=-0.325 charge=0 gap_ev=3.554
Ca -0.91 1.44 0.31 1.287
O -1.85 3.48 -0.62 -0.095
O -1.51 0.39 -1.70 -0.134
O 0.68 2.88 -0.50 -0.782
O 7.83 -8.83 1.79 -0.081
N -0.80 -1.54 0.38 0.108
N 2.73 -4.94 0.95 0.174
N -1.24 1.09 -4.49 0.102
N -3.09 0.94 1.20 -0.036
N -1.19 5.12 -3.01 0.052
N 1.27 0.35 0.67 0.014
N -0.76 2.80 2.37 -0.012
N 4.34 -3.44 1.20 0.189
C 3.56 0.91 0.97 -0.031
C -2.38 7.17 1.18 -0.285
C -1.98 5.79 -2.20 -0.025
C -3.85 0.22 -1.04 -0.105
C 2.13 -3.70 0.85 -0.142
C -1.88 4.76 1.42 -0.091
C -3.76 0.17 0.44 -0.145
C -2.61 8.49 1.87 -0.067
C -1.33 2.45 -3.93 -0.147
C -1.40 0.47 3.04 -0.173
C 6.37 -5.47 1.56 -0.013
C -5.49 -0.15 -2.86 -0.284
C 1.56 -0.95 0.73 -0.146
C -2.07 0.13 -4.34 0.014
C -6.91 -0.36 -3.29 -0.061
C -0.26 -4.26 0.45 -0.013
C 4.69 -7.15 1.26 -0.028
C -0.03 2.86 -3.26 -0.177
C 7.33 -6.45 1.72 -0.009
C -5.14 0.00 -1.51 -0.001
C 5.04 -5.80 1.33 -0.156
C -2.74 0.28 -1.98 -0.345
C -1.91 4.57 -0.03 -0.322
C 2.21 1.28 0.78 -0.134
C -3.13 0.12 -3.37 -0.140
C -1.66 3.69 2.42 -0.123
C 9.20 -8.53 2.02 -0.082
C -4.45 -0.10 -3.76 -0.007
C -0.75 1.82 3.44 -0.222
C 2.88 -1.39 0.95 -0.093
C 4.06 -4.72 1.16 -0.272
C 6.97 -7.79 1.65 -0.283
C -1.54 -3.81 0.23 -0.050
C -1.75 -2.43 0.21 -0.125
C -0.01 4.28 -2.69 -0.163
C -2.14 6.00 1.95 0.004
C 0.77 -3.32 0.63 -0.079
C 5.64 -8.14 1.42 -0.001
C -2.36 7.03 -0.17 -0.013
C -2.89 0.59 2.61 -0.194
C -2.05 5.79 -0.80 -0.123
C 0.47 -1.95 0.58 -0.118
C 3.89 -0.42 1.07 -0.012
C 3.14 -2.80 1.01 -0.172
H 4.90 -0.77 1.23 0.110
H -1.88 -0.72 -4.99 0.153
H -3.00 9.23 1.17 0.071
H 0.28 1.64 3.74 0.116
H -7.00 -0.29 -4.37 0.072
H -3.40 -0.35 2.84 0.109
H -2.63 6.48 -2.74 0.135
H 4.31 1.68 1.04 0.102
H -7.28 -1.35 -3.00 0.078
H 1.81 2.30 0.60 0.023
H -0.42 0.92 -5.06 0.167
H -2.52 7.90 -0.80 0.116
H -2.37 -4.48 0.08 0.103
H 9.70 -9.48 2.11 0.092
H -0.04 -5.32 0.49 0.108
H 0.80 2.75 -3.98 0.108
H -2.17 6.09 3.03 0.121
H -7.59 0.37 -2.85 0.077
H -5.93 -0.07 -0.77 0.124
H 6.64 -4.42 1.61 0.114
H 8.36 -6.17 1.89 0.103
H -4.35 -0.63 0.90 0.125
H 0.18 4.11 -1.60 0.045
H 2.28 -5.84 0.89 0.138
H 0.19 2.23 -2.38 0.067
H -3.33 8.40 2.69 0.073
H -4.66 -0.23 -4.82 0.121
H 9.62 -7.96 1.20 0.095
H 3.66 -7.45 1.08 0.103
H -1.58 3.09 -4.77 0.123
H -3.36 1.38 3.22 0.113
H 0.82 4.84 -3.13 0.119
H -1.33 -0.18 3.91 0.115
H -1.29 2.23 4.31 0.109
H -2.32 3.76 3.29 0.125
H 5.38 -9.19 1.37 0.120
H -1.69 8.89 2.30 0.078
H -1.35 5.30 -3.99 0.135
H -2.15 2.48 -3.21 0.121
H -0.81 -0.04 2.26 0.057
H 9.32 -7.96 2.95 0.095
H -2.75 -2.06 0.01 0.093



No. 2
102
Properties=species:S:1:pos:R:3:lowdin_charge:R:1 method="wB97M-V/def2-TZVPD" total_energy_ha=-2788.8340 lumo_ev=-3.225 charge=+1 gap_ev=6.076
Tl 0.37 0.38 0.08 1.141
F 0.50 -6.23 4.70 0.053
O -3.83 -0.11 0.96 0.043
O 2.92 0.24 -1.40 0.012
O -1.82 -0.58 0.10 -0.121
O -0.38 -1.93 2.46 0.048
O -2.64 2.75 -1.77 0.045
N 3.82 -1.83 -1.23 0.081
N 0.78 -2.16 -0.73 0.083
N -1.03 2.01 -0.31 -0.064
N 0.54 3.52 1.46 0.105
N -4.04 -3.64 2.98 -0.043
N -0.07 0.35 -2.25 0.056
N -2.03 -7.61 4.87 -0.115
N -2.87 -9.94 4.80 0.045
C -2.93 -4.33 3.39 -0.133
C 2.52 0.45 2.55 -0.102
C -3.89 -2.50 2.23 0.028
C 3.41 0.50 3.66 -0.247
C -1.67 -3.74 3.21 -0.044
C -1.42 -9.95 5.14 -0.071
C -6.04 -4.90 2.18 -0.064
C 0.98 4.44 3.62 -0.072
C -1.19 3.61 3.10 -0.023
C 4.64 -0.37 -2.96 0.009
C -0.73 3.29 1.82 -0.266
C -0.59 -4.10 -0.96 -0.039
C 0.46 -0.42 -3.20 -0.126
C 4.02 -0.23 5.87 -0.085
C 3.14 -0.26 4.80 -0.033
C -2.77 -0.73 0.94 -0.587
C -1.51 1.33 -3.86 0.025
C -1.67 2.73 0.78 -0.148
C 4.56 1.29 3.62 -0.032
C -1.04 1.20 -2.56 -0.155
C 1.77 0.39 1.60 -0.125
C -3.00 -5.61 3.95 0.050
C -0.36 -2.74 -1.08 -0.123
C -2.89 -7.82 6.02 -0.117
C -5.40 -4.07 3.29 -0.192
C -2.71 -1.92 1.93 -0.009
C 1.36 4.09 2.33 -0.144
C 1.66 -4.31 -0.20 -0.019
C -0.53 -4.40 3.68 0.084
C -0.64 -5.64 4.25 -0.193
C -0.96 0.55 -4.85 -0.033
C -3.64 -9.16 5.82 -0.074
C -0.88 -8.52 4.92 -0.130
C 3.70 -0.60 -1.79 -0.533
C -1.66 2.06 -1.48 -0.505
C -1.87 -6.28 4.38 -0.151
C 0.44 -4.90 -0.50 -0.060
C -1.49 -2.45 2.50 -0.321
C 3.13 -2.28 -0.03 -0.097
C 5.17 0.54 5.82 -0.090
C 0.04 -0.35 -4.52 -0.039
C 1.80 -2.93 -0.32 -0.238
C -0.32 4.18 4.01 -0.070
C 5.43 1.31 4.69 -0.081
H -3.60 -7.00 6.10 0.128
H -2.23 3.57 0.34 0.134
H -6.00 -3.17 3.45 0.128
H 2.38 4.24 1.99 0.106
H 3.80 -0.81 6.76 0.101
H -5.39 -4.62 4.23 0.109
H -1.30 0.64 -5.88 0.114
H -7.05 -5.18 2.47 0.079
H -1.32 -10.27 6.17 0.137
H -6.10 -4.31 1.26 0.081
H 2.50 -4.91 0.12 0.111
H -3.96 -6.10 4.03 0.106
H -0.18 -8.28 5.72 0.131
H -0.35 -8.45 3.97 0.136
H 4.38 -1.03 -3.79 0.086
H 4.76 1.89 2.74 0.117
H 0.49 -1.00 -5.26 0.108
H -5.46 -5.80 1.97 0.069
H 5.85 0.55 6.66 0.102
H 5.67 -0.58 -2.67 0.085
H 0.43 -3.90 3.58 0.141
H 4.47 -2.47 -1.65 0.139
H -2.30 2.05 -4.04 0.124
H 1.69 4.90 4.29 0.100
H 4.56 0.66 -3.30 0.088
H -2.42 2.08 1.24 0.118
H -4.80 -2.04 1.87 0.147
H 3.77 -2.99 0.48 0.127
H -0.66 4.42 5.00 0.105
H -0.90 -10.66 4.50 0.137
H 2.24 -0.86 4.83 0.114
H -2.31 -7.84 6.95 0.138
H -1.14 -2.08 -1.44 0.104
H 1.24 -1.10 -2.89 0.096
H -4.65 -9.01 5.44 0.136
H -3.68 -9.74 6.74 0.136
H -2.96 -9.44 3.91 0.185
H -1.55 -4.52 -1.23 0.109
H 6.32 1.93 4.66 0.104
H 2.96 -1.42 0.63 0.083
H -2.22 3.40 3.36 0.115
H -3.25 -10.88 4.69 0.188
H 0.31 -5.97 -0.40 0.106



Maximum force for every record listed, in sequence, given in hartree/bohr: 0.06988; 0.01905.
Relative energy (zero: lowest compared OMol25 entry of this formula, charge and spin) for every record listed, in sequence, given in kcal per mole: 103.4; 20.0.